Formula: C3H5NO
Source: OMol25
Level of theory: ωB97M-V/def2-TZVPD

```
10
Properties=species:S:1:pos:R:3:nbo_charge:R:1
C 1.08 -1.07 0.12 -0.479
C -3.51 0.06 0.27 0.506
C 0.55 1.19 -0.10 -0.072
N 1.22 0.36 0.46 -0.390
O -2.98 0.14 -0.71 -0.507
H 0.22 -1.37 -0.50 0.187
H 0.86 -1.12 1.21 0.241
H 2.17 -1.43 -0.12 0.221
H 0.58 2.22 0.27 0.159
H -0.19 1.03 -0.89 0.133
```

## Properties
Charge ... 0

=====

Formula: C7H8N2
Source: OMol25
Level of theory: ωB97M-V/def2-TZVPD

```
17
Properties=species:S:1:pos:R:3:nbo_charge:R:1
C -0.47 1.41 0.65 -0.207
C 0.87 1.35 0.95 -0.173
C -0.54 -1.56 0.70 0.056
C -1.48 -0.84 -0.28 -0.503
C -0.98 0.59 -0.49 -0.165
C 1.71 0.61 -0.04 -0.154
C 0.90 0.07 -1.17 -0.073
N 0.74 -1.58 0.67 -0.229
N 1.46 -0.86 -0.22 -0.275
H -1.13 1.92 1.23 0.208
H 1.35 1.92 1.66 0.214
H -0.88 -2.50 1.11 0.192
H -1.39 -1.42 -1.15 0.233
H -2.50 -0.69 -0.08 0.219
H -1.71 1.06 -1.18 0.219
H 2.72 0.72 -0.24 0.220
H 1.32 -0.22 -2.13 0.218
```

## Properties
Charge ... 0

=====

Formula: C4H5N3O
Source: OMol25
Level of theory: ωB97M-V/def2-TZVPD

```
13
Properties=species:S:1:pos:R:3:nbo_charge:R:1
O -2.75 -0.48 1.79 -0.576
C -1.77 -0.07 1.21 0.391
C -0.58 -0.90 0.99 -0.536
C 0.45 -0.31 0.24 0.409
N 0.22 1.02 -0.26 -0.582
C 0.99 0.95 -1.55 0.154
N 1.92 0.00 -1.30 -0.247
N 1.49 -0.64 -0.13 -0.381
H -1.89 1.09 0.68 0.077
H -0.28 -1.89 1.23 0.224
H -0.92 1.12 -0.66 0.415
H 1.17 1.79 -2.12 0.220
H 1.95 -1.68 -0.12 0.432
```

## Properties
SMILES ... O=C/C=C1\NC=NN1
Charge ... 0

=====

Formula: C16H25MoN4O4SSe2Te
Source: OMol25
Level of theory: ωB97M-V/def2-TZVPD

```
54
Properties=species:S:1:pos:R:3:nbo_charge:R:1
Mo 0.56 -1.00 0.83 0.652
O -2.05 -4.04 4.67 -0.724
C -1.38 -2.83 4.96 -0.047
C -0.80 -2.29 3.65 -0.144
C 0.03 -1.07 4.03 -0.066
O 0.18 -0.24 2.86 -0.697
C -1.99 -1.88 2.76 -0.563
Se -1.71 -1.78 0.83 0.134
C 0.08 -3.40 3.04 -0.543
Se 1.61 -2.91 1.89 0.135
H -2.40 -4.42 5.48 0.489
H -0.57 -3.01 5.68 0.175
H -2.06 -2.09 5.40 0.174
H 1.01 -1.35 4.40 0.206
H -0.49 -0.47 4.79 0.199
H 0.75 0.52 3.05 0.527
H -2.38 -0.92 3.09 0.232
H -2.78 -2.63 2.87 0.260
H -0.53 -4.08 2.43 0.250
H 0.54 -3.98 3.84 0.238
N 1.44 -0.32 -4.33 -0.783
C 1.58 -1.64 -4.39 0.669
N 1.83 -2.24 -5.55 -0.748
N 1.48 -2.43 -3.31 -0.612
C 1.22 -1.93 -2.17 0.664
N 1.00 -1.59 -1.07 -0.579
H 1.38 0.28 -5.14 0.446
H 1.13 0.10 -3.47 0.421
H 1.90 -1.73 -6.41 0.417
H 1.97 -3.23 -5.55 0.431
C -3.37 2.53 2.64 -0.870
Te -1.75 2.55 1.26 0.420
C -3.00 2.11 -0.40 -0.874
H -3.89 1.59 2.57 0.221
H -4.04 3.36 2.42 0.232
H -2.96 2.65 3.64 0.231
H -2.48 2.36 -1.31 0.221
H -3.89 2.72 -0.33 0.235
H -3.27 1.05 -0.39 0.226
O 2.39 4.22 -5.15 -0.638
C 1.78 3.09 -4.77 0.792
O 1.30 2.35 -5.60 -0.596
C 1.79 2.75 -3.32 -0.191
C 2.97 2.74 -2.59 -0.183
C 3.00 2.20 -1.31 -0.197
C 1.84 1.68 -0.74 -0.168
S 1.94 0.94 0.86 -0.083
C 0.64 1.76 -1.45 -0.192
C 0.61 2.29 -2.73 -0.208
H 2.65 4.73 -4.36 0.495
H 3.89 3.09 -3.03 0.232
H 3.93 2.15 -0.76 0.238
H -0.29 1.41 -1.00 0.205
H -0.31 2.31 -3.29 0.240
```

## Properties
Expectation value of S² ... 2.04
Charge ... +1
Spin multiplicity ... 3

=====

Total energy (computed, eV): -6727.3518 -10362.9905 -10741.3521 -181820.6317
ΔE to the lowest compared entry with this formula, charge and spin (computed, kcal/mol): 51.2 119.7 144.4 0.0